# 1
A 14-piece molecular cluster, C32H92N10O14 overall at a distorted geometry. Source: the Open Molecules 2025 dataset; level of theory: ωB97M-V/def2-TZVPD.

XYZ file:
```
148
Properties=species:S:1:pos:R:3:forces:R:3
C 4.410867 -4.231806 -0.770181 0.386 0.464 -0.432
C 3.159458 -4.429164 -1.640580 -0.938 -0.481 0.581
C 2.810977 -5.949575 -1.829972 1.149 1.457 1.525
O 1.941778 -3.821345 -1.075339 1.236 -0.237 -0.188
H 4.401596 -4.862662 0.118724 -0.186 0.015 0.081
H 4.536558 -3.166011 -0.439271 -0.093 -0.883 -0.396
H 5.311811 -4.539492 -1.366798 -0.732 0.388 0.487
H 3.361382 -3.948177 -2.608982 -0.180 -0.138 0.031
H 2.903274 -6.433167 -0.809043 -0.283 0.387 -1.200
H 3.613554 -6.329449 -2.466713 -0.503 -0.467 -0.173
H 1.791638 -6.031031 -2.198420 0.180 -0.300 -0.271
H 2.212473 -2.996855 -0.644213 -0.079 0.080 -0.007
C 2.223494 2.876033 4.517263 -0.643 -0.797 0.679
C 1.533323 2.259738 3.285161 0.843 -0.029 1.291
C 0.748638 3.331603 2.568485 0.654 -0.354 -0.237
O 2.623768 1.673435 2.533105 -0.716 0.023 -0.436
H 1.522250 3.484973 5.131882 0.413 -0.276 -0.574
H 3.072342 3.477852 4.201071 0.039 0.069 0.049
H 2.558527 2.054868 5.181088 0.167 0.468 -0.337
H 0.874278 1.431731 3.629628 0.119 0.526 -0.316
H 1.411722 4.150135 2.228480 -0.268 -0.645 -0.426
H 0.121365 3.801391 3.290692 -0.772 0.251 0.626
H 0.102487 2.854148 1.842395 0.053 0.493 -0.653
H 2.229261 1.181359 1.791449 0.156 0.198 0.274
C -0.530600 3.669531 -6.901314 0.094 -0.264 0.939
C -0.302179 2.940392 -5.557167 1.222 1.187 0.135
C -1.530540 2.799161 -4.720318 -0.529 1.669 -0.647
O 0.280329 1.683493 -5.746392 0.081 -0.722 -0.512
H -1.243193 3.151203 -7.544830 0.061 -0.140 0.053
H 0.411870 3.826381 -7.429802 -0.106 -0.102 0.043
H -0.949155 4.637171 -6.634809 -0.045 0.251 -0.217
H 0.411999 3.576224 -4.959958 -0.284 -0.397 -0.542
H -2.336204 2.522222 -5.376672 -0.660 -0.539 -0.026
H -1.786703 3.784517 -4.305350 -0.056 -0.307 0.109
H -1.364806 2.104915 -3.934009 -0.061 -0.622 0.798
H -0.086378 1.055861 -5.100856 0.228 -0.005 -0.245
C -1.992394 -0.572008 5.681375 -0.132 -0.125 0.467
C -0.671823 -1.304269 5.899852 -0.644 0.782 -0.331
C -0.048950 -0.976228 7.231361 0.135 0.744 -0.639
O -0.910157 -2.679078 5.958571 -0.274 -1.468 0.508
H -2.130697 -0.174238 4.669828 -0.133 -0.458 0.110
H -2.077594 0.280120 6.351956 0.009 0.210 0.055
H -2.731236 -1.316919 6.031531 -0.191 0.598 -0.609
H -0.005381 -1.142075 5.069066 0.544 0.480 -0.236
H -0.792882 -1.249918 7.983604 0.534 -0.272 0.253
H 0.188967 0.097124 7.351245 -0.080 -0.490 -0.186
H 0.870048 -1.552675 7.182839 0.149 -0.092 1.044
H -1.037378 -3.066140 5.084026 0.358 0.030 -0.342
C -6.130050 2.941665 3.077203 -0.507 2.611 -2.393
C -4.938299 2.898998 3.882708 2.485 0.669 0.753
C -4.248147 1.578410 3.801552 -0.627 -0.749 0.422
O -3.956100 4.003827 3.451162 -2.429 -1.861 -0.198
H -6.539835 3.971033 3.113494 0.114 -0.385 -0.242
H -6.906604 2.334125 3.421901 -0.997 -1.363 0.471
H -5.853078 2.717109 2.021805 -0.433 0.012 0.593
H -5.170900 2.992881 4.953830 0.034 0.754 -0.183
H -3.307363 1.717867 4.326116 0.232 -0.658 -0.132
H -4.148022 1.200756 2.781001 0.365 0.218 0.062
H -4.928535 0.864245 4.337410 0.862 0.274 -0.259
H -3.544279 4.189105 4.273587 0.920 0.562 0.967
C 3.595652 -0.718945 -3.319646 2.338 -1.435 0.312
C 3.945697 0.184523 -4.442522 0.221 1.045 -0.955
C 4.232517 -0.591036 -5.722638 -0.902 0.597 0.051
O 2.895958 1.175297 -4.686623 1.489 -0.081 0.629
H 4.478123 -1.372353 -3.006422 -0.813 0.935 -0.421
H 2.841148 -1.409435 -3.544516 -1.338 -0.940 -0.627
H 3.290516 -0.192775 -2.475552 -0.502 0.999 1.545
H 4.833557 0.784962 -4.146265 -0.568 -0.164 -0.254
H 4.460696 0.027950 -6.559269 0.075 1.067 -0.495
H 3.283993 -1.058672 -5.998668 0.276 -0.677 -0.004
H 5.089230 -1.230869 -5.683583 0.180 -0.937 0.502
H 2.057622 0.802990 -4.968232 -0.239 -0.291 -0.120
C -3.297525 -0.045476 -3.140346 -0.806 0.825 -0.056
C -3.988944 -1.152633 -2.392239 1.065 -1.983 0.706
C -3.256414 -2.504353 -2.755092 0.097 1.561 -1.704
O -3.955256 -0.885055 -0.937972 -0.002 0.233 -1.259
H -2.247032 -0.020549 -2.949056 0.725 0.233 0.516
H -3.794980 0.900217 -2.937763 0.292 0.345 0.507
H -3.369658 -0.060521 -4.223960 -0.268 -0.817 -0.224
H -5.008382 -1.239786 -2.716023 -0.729 0.070 -0.011
H -2.175756 -2.357510 -2.593753 -0.393 -0.432 0.523
H -3.299331 -2.591617 -3.884232 -0.210 0.057 1.026
H -3.677574 -3.422823 -2.372058 0.050 -0.011 0.552
H -4.448325 -1.558843 -0.430706 0.132 -0.103 -0.372
C 0.436471 -1.209264 1.953117 -1.073 -0.150 2.910
C -0.204888 -0.073474 1.182255 0.987 -1.155 -1.878
C -0.782649 -0.650141 -0.172577 1.970 2.734 0.528
O -1.228952 0.550861 1.905020 -0.513 1.026 -0.692
H 0.434645 -1.053139 3.103477 0.174 0.309 -1.789
H 1.443247 -1.441526 1.678953 0.541 0.045 -0.467
H -0.155589 -2.127337 1.907873 -0.023 0.021 -0.379
H 0.578195 0.654529 0.860931 -0.401 -0.125 0.384
H -1.193913 0.227905 -0.684366 -0.813 -0.296 0.137
H -1.458263 -1.426723 0.064181 -0.626 -0.915 -0.422
H 0.051180 -0.840402 -0.862385 -0.086 -0.916 0.371
H -1.539020 1.241063 1.255861 0.019 -0.365 1.032
C 2.731011 4.862528 -1.986701 -0.595 0.348 -1.053
C 2.719000 3.424754 -1.541100 0.185 0.348 -0.410
C 1.309331 2.843805 -1.568575 1.554 0.010 0.768
O 3.683075 2.591156 -2.256932 -0.228 0.858 1.410
H 2.352468 4.956343 -3.019840 0.076 -0.091 0.247
H 3.713903 5.305156 -1.984263 0.408 0.115 0.193
H 2.048744 5.447968 -1.355395 0.266 -0.102 -0.022
H 3.086769 3.446697 -0.524178 0.056 -0.329 0.478
H 0.544714 3.454505 -1.125387 -0.061 0.260 0.811
H 1.479947 1.909778 -1.065525 -0.903 -0.800 0.196
H 0.972194 2.710853 -2.553429 -0.215 -0.547 -1.644
H 3.266602 2.166236 -3.000871 -0.619 -0.242 -0.936
C 1.222485 -4.340865 4.035069 -0.459 -0.033 -0.936
O 0.089913 -3.989039 3.683605 0.698 -0.327 0.076
N 2.107269 -4.946930 3.171489 -0.755 0.271 -1.015
N 1.677592 -4.114508 5.285992 0.950 -0.449 -0.252
H 1.796203 -5.123724 2.204691 0.156 0.214 1.094
H 2.855428 -5.502075 3.520037 0.337 -0.202 0.152
H 0.986686 -3.776484 5.897093 -0.815 0.583 1.045
H 2.607460 -4.323439 5.619846 -0.341 0.013 -0.258
C 4.062647 -0.288454 0.463229 3.065 -0.603 0.636
O 3.024779 -0.704788 0.041844 -1.855 -0.211 -0.438
N 4.778811 -0.983503 1.487102 -1.440 0.157 -0.448
N 4.836613 0.682915 -0.112208 0.361 0.609 1.102
H 5.672801 -0.631630 1.723831 0.752 0.516 0.126
H 4.223478 -1.143014 2.311005 -0.224 -0.252 0.045
H 5.399536 1.213811 0.564184 -0.356 -0.401 -0.689
H 4.425262 1.263935 -0.822545 -0.367 0.226 -0.527
C -3.003697 3.201876 -0.042035 -0.217 1.104 0.861
O -1.826631 2.948121 0.123371 0.519 -0.543 0.077
N -3.477099 4.501316 0.056984 -0.555 -0.775 -1.661
N -3.978209 2.291752 -0.215667 0.092 -1.301 -0.630
H -3.107276 5.009698 0.791969 1.144 1.109 1.465
H -4.461763 4.657970 -0.033939 -0.284 -0.148 0.048
H -4.846712 2.648067 -0.541024 -0.645 -0.049 -0.139
H -3.728126 1.364110 -0.559387 -0.088 0.170 0.174
C -4.209524 -2.546578 2.192818 0.901 -0.331 -0.736
O -4.758764 -2.969574 1.167230 0.032 0.716 0.904
N -4.434458 -3.113816 3.465307 0.451 1.682 -1.451
N -3.236771 -1.564962 2.170407 -0.856 -0.480 0.012
H -3.598458 -3.161592 4.027725 -0.321 -0.394 0.222
H -5.064667 -3.877760 3.395411 -0.077 -0.753 0.287
H -2.982795 -1.063522 1.299716 -0.428 -0.576 1.162
H -2.970846 -1.195648 3.074181 0.205 0.293 -0.561
C 0.385981 -1.677057 -4.582966 -0.167 -2.124 0.821
O 0.118547 -0.541966 -4.246109 -0.086 -0.111 0.323
N 0.468748 -2.128638 -5.870277 -0.200 0.587 -1.374
N 0.586580 -2.786879 -3.771090 0.311 0.171 0.357
H 0.454148 -3.132107 -6.021195 -0.174 0.518 0.070
H -0.098490 -1.601997 -6.518823 0.339 0.075 -0.163
H 0.628089 -2.828379 -2.763639 0.106 0.684 0.104
H 1.160932 -3.502824 -4.191661 -0.203 -0.015 0.154
```
Positions in Å, forces in eV/Å.

Output
Energy relative to the best compared isomer or geometry (same formula, charge and spin)   13.1 kJ/mol
Max |F|   0.070 Eh/bohr
Gap between HOMO and LUMO   9.86 eV
Molecular weight   841.1 g/mol
E   -78246.441 eV

These are the Löwdin partial charges, in e, on atoms 1 to 8: C -0.0594; C -0.4575; C -0.0483; O -0.0926; H 0.0658; H 0.0724; H 0.0945; H 0.1119

# 2
A 8-piece molecular cluster, C11H38O8 overall at a distorted geometry. Source: the Open Molecules 2025 dataset; level of theory: ωB97M-V/def2-TZVPD.

XYZ file:
```
57
Properties=species:S:1:pos:R:3:forces:R:3
C 1.296725 -2.611122 -1.443336 0.033 -0.079 -0.170
O 0.048250 -3.066951 -1.930736 0.063 -0.080 0.097
H 2.046231 -3.368296 -1.676386 -0.061 -0.021 -0.050
H 1.597657 -1.679829 -1.935600 0.051 0.036 0.140
H 1.295194 -2.467935 -0.359810 0.001 0.135 -0.045
H -0.635145 -2.433199 -1.667867 -0.060 -0.044 -0.063
C -3.251764 1.587344 0.296213 -0.218 -0.131 0.081
C -3.551926 1.740177 -1.188311 0.726 -0.379 0.517
O -3.984081 0.460554 -1.676099 -0.178 0.069 -0.023
H -3.284525 2.548059 0.809379 0.126 0.036 -0.068
H -2.279226 1.125334 0.468471 0.011 0.041 -0.023
H -4.002908 0.947575 0.767367 -0.063 0.068 -0.084
H -2.614327 1.985042 -1.695929 -0.188 0.358 -0.122
H -4.294475 2.523965 -1.340594 -0.124 -0.146 -0.245
H -3.955638 0.474254 -2.637453 -0.089 0.007 -0.042
C 3.886281 0.570096 -0.162397 -0.256 -0.821 0.193
C 5.047253 1.510464 -0.232188 -0.107 1.046 -0.448
O 6.212775 1.009843 0.399307 0.127 0.012 -0.039
H 4.065740 -0.359826 -0.712863 0.062 0.132 -0.117
H 2.979123 1.024618 -0.552594 -0.010 0.062 0.013
H 3.698145 0.264229 0.868876 -0.051 0.169 0.011
H 4.786692 2.462784 0.240711 0.066 -0.233 0.342
H 5.232325 1.821964 -1.271240 0.193 -0.351 0.036
H 6.702710 0.487306 -0.240290 0.000 -0.063 0.032
C 0.052016 4.844341 -1.834285 -0.779 -0.585 0.126
C 0.147257 3.343548 -2.078921 0.650 0.210 0.607
O 1.519245 2.909397 -1.983442 -0.581 0.167 -0.275
H 0.499380 5.433411 -2.628309 0.216 0.031 0.043
H 0.447273 5.088978 -0.851242 0.301 0.094 -0.104
H -1.020363 5.077526 -1.792611 0.139 0.157 -0.136
H -0.288836 3.085506 -3.048177 0.075 -0.103 -0.032
H -0.396449 2.829354 -1.278610 -0.265 0.050 -0.157
H 1.482164 2.010069 -1.648549 0.237 -0.059 -0.041
C -3.627969 -3.152405 -0.024106 0.314 -0.200 0.047
C -2.484377 -2.208193 0.302646 -0.609 -0.008 -0.207
O -2.071336 -1.521304 -0.887530 0.085 -0.037 0.537
H -3.278271 -3.855664 -0.780865 -0.200 0.003 -0.091
H -4.484625 -2.589488 -0.393472 -0.058 -0.062 -0.085
H -3.940172 -3.730033 0.848284 0.001 0.089 0.045
H -1.637793 -2.766433 0.692871 0.196 0.134 -0.034
H -2.823650 -1.478726 1.044271 0.270 0.007 0.120
H -2.845008 -1.003403 -1.159625 0.105 0.290 -0.280
C 0.987004 -3.206040 2.539586 -0.632 -0.745 -0.284
C -0.156790 -2.589982 3.305397 0.023 0.112 0.592
O -0.414082 -1.261964 2.826043 0.011 -0.313 0.170
H 0.651176 -3.521870 1.546561 0.146 0.324 -0.063
H 1.264528 -4.145328 3.025390 0.227 0.184 0.114
H 1.835896 -2.536589 2.456969 0.108 0.034 0.054
H 0.084450 -2.551634 4.375519 0.114 0.142 -0.131
H -1.069005 -3.193734 3.248724 0.044 -0.019 -0.268
H -0.747689 -0.747900 3.565248 -0.063 0.196 -0.137
O 1.625719 2.197497 2.026176 -0.020 0.102 -0.060
H 2.024519 1.586595 2.650982 0.047 -0.008 0.010
H 1.289132 1.623715 1.320470 -0.071 -0.094 0.150
O 0.444291 0.034261 0.522586 -0.050 0.118 -0.334
H 0.065200 -0.570033 1.181488 0.032 0.141 0.196
H -0.173921 0.010077 -0.216098 -0.066 -0.174 -0.019
```
Positions in Å, forces in eV/Å.

Output
SMILES   CCO.CCO.CCO.CCO.CCO.CO.O.O
Energy relative to the best compared isomer or geometry (same formula, charge and spin)   85.5 kJ/mol
Max |F|   0.022 Eh/bohr
Gap between HOMO and LUMO   10.18 eV
Molecular weight   298.4 g/mol
E   -28402.040 eV

These are the Löwdin partial charges, in e, on atoms 1 to 8: C -0.1705; O -0.1268; H 0.0786; H 0.0746; H 0.0472; H 0.0234; C -0.0748; C -0.2764